ORCA calculation (the ωB97M-V functional and the def2-TZVPD basis) on a molecular structure, C16H6Br2F5NO2SbSe4Tc.

Positions of all 38 atoms, in Å:
1 Tc 0.062 -0.751 0.392
2 C 3.142 0.139 -0.654
3 C 2.461 1.149 0.210
4 C 3.137 2.336 0.600
5 C 2.531 3.262 1.383
6 C 1.192 3.072 1.801
7 C 0.433 3.978 2.583
8 Br 1.213 5.588 3.214
9 C -0.861 3.699 2.889
10 C -1.476 2.516 2.420
11 Br -3.284 2.207 2.822
12 C -0.803 1.597 1.651
13 O -1.336 0.495 1.166
14 C 0.570 1.892 1.378
15 N 1.234 0.940 0.628
16 H 3.957 0.617 -1.199
17 H 2.436 -0.302 -1.356
18 H 3.543 -0.677 -0.050
19 H 4.154 2.481 0.260
20 H 3.057 4.159 1.687
21 H -1.438 4.389 3.489
22 Se 3.368 -5.388 0.922
23 Sb 1.046 -4.701 1.317
24 Se 1.498 -2.129 1.532
25 Se -0.019 -4.978 -0.844
26 Se 0.005 -5.454 3.318
27 F -4.503 -3.159 -3.731
28 C -3.514 -2.438 -3.187
29 C -3.094 -2.691 -1.897
30 F -3.673 -3.642 -1.171
31 C -2.073 -1.928 -1.380
32 F -1.670 -2.165 -0.096
33 C -1.427 -0.913 -2.066
34 O -0.425 -0.214 -1.516
35 C -1.884 -0.676 -3.356
36 F -1.332 0.293 -4.097
37 C -2.906 -1.428 -3.907
38 F -3.318 -1.174 -5.155

net charge = -1
energy relative to the best compared isomer or geometry (same formula, charge and spin) = 0.00 kJ/mol
Kohn-Sham gap (alpha / beta) = 6.50 / 5.23 eV
highest occupied orbital energy (alpha / beta) = -5.04 / -5.11 eV
spin multiplicity = 4


ORCA calculation (the ωB97M-V functional and the def2-TZVPD basis) on a gas-phase ion, C16H7N6O4 (charge -1).

Positions of all 33 atoms, in Å:
1 N -4.204 -1.845 1.670
2 C -3.197 -1.362 2.032
3 C -1.945 -0.728 2.318
4 C -1.702 0.583 1.995
5 C -0.412 1.176 2.057
6 N -0.350 2.605 2.108
7 O 0.711 3.194 2.396
8 O -1.418 3.224 1.870
9 C 0.741 0.324 2.168
10 N 2.087 0.621 2.009
11 O 2.704 -0.589 2.077
12 N 1.725 -1.689 2.280
13 O 2.101 -2.833 2.143
14 C 0.556 -1.008 2.439
15 C -0.776 -1.620 2.784
16 C -0.838 -1.955 4.263
17 C -2.076 -2.697 4.514
18 N -3.054 -3.316 4.666
19 C 0.296 -2.833 4.572
20 N 1.167 -3.529 4.903
21 C -0.775 -0.688 5.225
22 C 0.433 -0.242 5.767
23 C 0.493 0.941 6.516
24 C -0.678 1.656 6.782
25 C -1.909 1.132 6.376
26 C -1.947 -0.053 5.638
27 H -2.547 1.211 1.710
28 H -0.841 -2.585 2.226
29 H 1.325 -0.871 5.678
30 H 1.458 1.302 6.880
31 H -0.633 2.597 7.327
32 H -2.838 1.652 6.615
33 H -2.907 -0.530 5.426

net charge = -1
energy relative to the best compared isomer or geometry (same formula, charge and spin) = 0.00 kJ/mol
Kohn-Sham gap = 7.52 eV
highest occupied orbital energy = -4.75 eV
spin multiplicity = 1


ORCA calculation (the ωB97M-V functional and the def2-TZVPD basis) on a molecular structure, C16H9AuCl4N4O4S.

Positions of all 39 atoms, in Å:
1 Au 1.562 -1.099 -1.505
2 Cl 5.139 -1.068 4.491
3 C 4.629 -1.216 2.860
4 C 5.615 -1.364 1.826
5 Cl 7.272 -1.383 2.251
6 C 5.245 -1.479 0.508
7 Cl 6.403 -1.646 -0.751
8 C 3.882 -1.454 0.142
9 O 3.522 -1.558 -1.087
10 C 2.865 -1.316 1.184
11 O 1.652 -1.320 0.865
12 C 3.302 -1.192 2.548
13 Cl 2.084 -1.021 3.742
14 N -5.102 0.432 2.327
15 C -4.302 0.053 1.278
16 C -4.512 0.584 -0.002
17 C -3.716 0.196 -1.060
18 C -2.706 -0.735 -0.851
19 C -2.482 -1.273 0.413
20 C -3.273 -0.877 1.471
21 S -1.709 -1.259 -2.179
22 O -2.316 -0.848 -3.407
23 O -1.318 -2.620 -1.950
24 N -0.276 -0.446 -2.015
25 C -0.110 0.911 -2.042
26 N 1.205 1.225 -1.977
27 C 1.536 2.503 -1.836
28 C 0.572 3.494 -1.854
29 C -0.743 3.070 -2.003
30 N -1.103 1.794 -2.082
31 H -5.801 1.139 2.206
32 H -4.918 0.104 3.254
33 H -5.309 1.303 -0.156
34 H -3.860 0.605 -2.052
35 H -1.694 -2.003 0.557
36 H -3.109 -1.293 2.459
37 H 2.593 2.726 -1.749
38 H 0.832 4.539 -1.774
39 H -1.552 3.792 -2.050

Kohn-Sham gap (alpha / beta) = 8.41 / 5.61 eV
highest occupied orbital energy (alpha / beta) = -8.32 / -8.31 eV
spin multiplicity = 3


ORCA calculation (the ωB97M-V functional and the def2-TZVPD basis) on a molecular structure, C16H9AuN5O3.

Positions of all 34 atoms, in Å:
1 Au -0.561 -0.805 -0.784
2 O -4.577 -1.312 -1.232
3 C -3.471 -1.000 -0.870
4 O -2.387 -1.529 -1.294
5 C -3.296 0.077 0.208
6 C -4.387 0.597 0.890
7 C -4.145 1.551 1.864
8 C -2.838 1.947 2.124
9 C -1.805 1.370 1.399
10 N -2.069 0.468 0.473
11 H -5.372 0.231 0.639
12 H -4.971 1.980 2.414
13 H -2.615 2.687 2.877
14 H -0.769 1.635 1.559
15 O 0.047 -3.151 -0.693
16 N -0.779 -4.037 -0.569
17 C -1.859 -4.209 0.089
18 C -2.345 -3.214 0.983
19 N -2.674 -2.372 1.687
20 C -2.621 -5.402 -0.035
21 N -3.261 -6.346 -0.105
22 N 1.195 -0.049 -0.537
23 C 2.207 0.499 -0.615
24 C 3.428 1.142 -0.741
25 C 3.545 2.199 -1.659
26 C 4.776 2.795 -1.837
27 C 5.878 2.354 -1.114
28 C 5.754 1.326 -0.189
29 C 4.535 0.713 0.007
30 H 2.681 2.527 -2.216
31 H 4.883 3.593 -2.554
32 H 6.838 2.821 -1.268
33 H 6.614 0.996 0.373
34 H 4.419 -0.084 0.724

net charge = +1
Kohn-Sham gap (alpha / beta) = 8.81 / 6.62 eV
highest occupied orbital energy (alpha / beta) = -12.89 / -13.15 eV
spin multiplicity = 3


ORCA calculation (the ωB97M-V functional and the def2-TZVPD basis) on a molecular structure, C16H9Cl5F5NRuS.

Positions of all 38 atoms, in Å:
1 Ru -0.310 0.108 0.369
2 Cl 1.813 0.299 1.763
3 C 1.968 -1.294 1.028
4 C 0.888 -1.548 0.199
5 C 0.936 -2.754 -0.488
6 Cl -0.307 -3.151 -1.610
7 C 2.002 -3.644 -0.303
8 Cl 2.033 -5.137 -1.153
9 C 3.050 -3.334 0.563
10 Cl 4.355 -4.425 0.791
11 C 3.047 -2.117 1.246
12 Cl 4.316 -1.652 2.302
13 F -6.240 2.681 2.000
14 C -5.321 1.917 1.416
15 C -4.451 1.168 2.186
16 F -4.532 1.214 3.518
17 C -3.503 0.376 1.571
18 F -2.676 -0.340 2.357
19 C -3.380 0.306 0.191
20 S -2.190 -0.728 -0.601
21 C -4.270 1.068 -0.558
22 F -4.210 1.050 -1.890
23 C -5.232 1.865 0.035
24 F -6.069 2.586 -0.710
25 C 1.326 3.423 0.308
26 C 0.835 2.583 -0.881
27 C 0.042 3.467 -1.849
28 C 2.000 1.899 -1.598
29 N -0.083 1.591 -0.384
30 H 1.938 4.245 -0.067
31 H 1.939 2.831 0.980
32 H 0.482 3.839 0.856
33 H 0.690 4.220 -2.297
34 H -0.767 3.965 -1.316
35 H -0.385 2.856 -2.644
36 H 2.670 2.646 -2.027
37 H 1.630 1.263 -2.402
38 H 2.569 1.283 -0.900

energy relative to the best compared isomer or geometry (same formula, charge and spin) = 36.08 kJ/mol
Kohn-Sham gap = 7.39 eV
highest occupied orbital energy = -8.50 eV
spin multiplicity = 1


ORCA calculation (the ωB97M-V functional and the def2-TZVPD basis) on 2 unconnected molecules or ions with the total composition C16H9F3N3O6S.

Positions of all 38 atoms, in Å:
1 C -1.871 -0.275 0.299
2 N -2.922 0.602 0.375
3 O -4.010 0.294 0.951
4 O -2.925 1.642 -0.370
5 C -0.444 -0.188 0.029
6 C 0.298 0.948 -0.472
7 C 1.368 0.805 -1.372
8 C 1.952 -0.465 -1.576
9 N 3.351 -0.626 -1.975
10 O 3.783 -1.811 -2.005
11 O 4.126 0.332 -2.183
12 C 1.349 -1.622 -1.035
13 C 0.271 -1.453 -0.167
14 H -2.195 -1.321 0.196
15 H -0.181 1.928 -0.290
16 H 1.752 1.643 -1.968
17 H 1.843 -2.547 -1.325
18 H -0.194 -2.381 0.179
19 F -3.825 0.714 8.757
20 C -3.407 0.090 7.598
21 F -2.245 -0.606 7.886
22 F -4.369 -0.813 7.268
23 S -3.147 1.391 6.293
24 N -3.050 0.399 4.847
25 C -4.151 -0.277 4.268
26 O -5.304 -0.078 4.614
27 C -3.506 -1.243 3.288
28 C -2.140 -1.025 3.293
29 C -1.276 -1.965 2.680
30 C -1.817 -3.204 2.235
31 C -3.225 -3.381 2.161
32 C -4.079 -2.399 2.673
33 C -1.816 0.112 4.255
34 O -0.774 0.658 4.582
35 H -0.216 -1.689 2.607
36 H -1.184 -4.003 1.844
37 H -3.604 -4.248 1.604
38 H -5.163 -2.477 2.605

net charge = -1
energy relative to the best compared isomer or geometry (same formula, charge and spin) = 103.54 kJ/mol
Kohn-Sham gap = 5.90 eV
highest occupied orbital energy = -4.20 eV
spin multiplicity = 1